(1)
Molecular formula: C4H9NO6
Method: DFT, ωB97M-V/def2-TZVPD

Summary:
Total energy   -18058.596 eV
Frontier orbital gap (spin up / spin down)   5.79 / 9.16 eV
Energy relative to the best compared isomer or geometry (same formula, charge and spin)   0.391 eV
Net charge   0

Last column: Mulliken charge in e.
Geometry (Å):
H -5.272 3.329 6.437  0.31
H -4.848 2.915 4.064  0.32
O 0.261 1.331 -0.942  -0.38
H -1.156 5.493 3.265  0.36
H -2.078 5.952 4.726  0.36
O -2.521 2.096 2.784  -0.34
N -0.390 0.644 -0.114  1.03
C -4.147 2.521 4.814  -0.05
H -5.584 1.614 6.116  0.38
H -0.837 4.678 4.823  0.33
O -3.069 3.459 5.022  -0.35
C -1.607 5.126 4.187  -1.42
O -0.965 -0.416 -0.481  -0.37
H -3.719 1.577 4.463  0.25
H -3.417 4.445 3.242  0.30
O -0.480 1.015 1.094  -0.28
O -1.789 3.149 3.060  0.02
C -2.596 4.052 3.869  0.48
C -4.810 2.380 6.153  -1.26
H -4.073 2.112 6.916  0.31

---

(2)
Molecular formula: C17H29BF2O7
Method: DFT, ωB97M-V/def2-TZVPD

Summary:
Total energy   -38534.321 eV
SMILES string   CCCCCCCCBC[C@H]1CO1.O=C1OC[C@@H](F)O1.O=C1OC[C@@H](F)O1
Frontier orbital gap   9.86 eV
Net charge   0

Last column: Mulliken charge in e.
Geometry (Å):
C -0.676 -1.348 6.802  0.29
H -0.082 2.503 -2.760  0.19
H 3.246 -1.143 -0.781  0.26
C 2.836 1.179 -3.169  -0.24
C -2.307 -0.913 -4.305  -0.55
H -4.071 -1.851 -1.080  0.26
H 4.057 -3.194 -2.821  0.25
F -2.923 2.739 4.466  -0.30
F -0.849 -0.428 7.777  -0.28
C 0.751 -1.772 6.718  -0.44
H -1.382 -2.174 6.938  0.28
C 3.559 -1.152 -1.911  0.04
C 4.045 0.346 -2.369  -0.60
O -0.908 -0.726 5.558  -0.24
H 3.384 1.643 -4.123  0.40
H -3.167 -0.176 -4.597  0.30
O -0.159 -1.279 3.475  -0.51
H -2.057 1.017 -1.673  0.13
C -3.012 2.330 3.181  0.30
O -1.295 2.891 0.338  -0.48
H 4.355 1.000 -1.440  0.22
H 2.031 0.443 -3.592  -0.07
H 4.908 -2.859 -1.173  0.20
H -1.474 0.887 3.666  0.06
H 0.959 -2.655 7.328  0.28
H 4.992 0.307 -3.083  0.31
O 0.905 -2.058 5.343  -0.32
H 1.039 -0.062 -1.417  -0.12
H -0.054 -0.085 -3.948  -0.20
C -0.062 -1.346 4.689  0.67
H 2.903 2.683 -1.354  0.31
O -4.597 -2.285 -3.355  -0.41
H -4.533 -0.178 -2.262  0.28
H 1.447 -0.976 7.004  0.28
H -1.954 -1.629 -5.162  0.21
C 0.644 2.249 -1.863  -0.47
H 0.186 0.945 -0.050  0.07
C 0.256 0.787 -1.229  0.46
H -3.006 0.173 3.110  0.30
C -1.763 2.445 1.373  0.47
O -1.857 1.111 1.660  -0.14
C -3.067 -2.040 -3.151  0.00
H -4.059 2.339 2.858  0.30
O -2.262 3.215 2.380  -0.35
H -1.473 -0.741 -1.170  0.14
B -1.098 -0.258 -3.404  0.61
C -2.325 1.021 2.990  -0.21
C -1.194 0.212 -1.827  -0.80
H 0.431 3.084 -1.042  0.20
C 2.218 2.421 -2.297  -0.71
C 4.632 -2.354 -2.219  -0.90
H 2.567 -1.414 -2.522  -0.08
H 5.628 -2.009 -2.735  0.27
H 2.265 3.381 -3.005  0.27
H -2.349 -2.952 -2.673  0.28
C -4.226 -1.294 -2.096  -0.46

---

(3)
Molecular formula: C10H16Br12O12S3
Method: DFT, ωB97M-V/def2-TZVPD

Summary:
Total energy   -908209.609 eV
Frontier orbital gap   9.20 eV
Energy relative to the best compared isomer or geometry (same formula, charge and spin)   0.000 eV
Net charge   0

Last column: Mulliken charge in e.
Geometry (Å):
C 15.918 -8.845 10.286  -0.15
H 23.841 -7.720 10.430  0.22
Br 18.579 -5.333 5.448  -0.05
C 18.796 -12.107 15.587  -0.33
S 21.044 -11.013 15.444  1.06
O 21.636 -10.006 16.261  -0.51
H 18.139 -0.960 11.694  0.38
H 18.693 -8.137 12.873  -0.19
Br 26.005 -6.427 9.839  -0.02
C 20.504 -1.255 15.183  -0.23
Br 25.159 -9.409 9.144  -0.03
O 20.657 -1.813 16.468  -0.34
Br 14.686 -8.126 11.637  -0.04
H 20.417 -5.505 7.073  -0.03
H 22.216 -0.830 13.987  0.28
H 16.515 -8.053 9.857  0.24
H 18.510 -11.526 13.491  0.13
S 21.531 -3.123 16.403  1.06
Br 21.774 -4.649 5.062  -0.05
Br 19.991 -3.062 7.284  0.03
C 18.694 -7.120 12.484  0.28
H 18.950 -13.101 15.159  0.30
C 24.486 -7.610 9.569  -0.19
Br 18.346 -3.498 11.852  0.02
O 20.014 -11.942 16.316  -0.33
H 17.935 -10.309 14.610  0.28
Br 14.995 -9.676 8.770  -0.05
C 18.706 -11.068 14.460  -0.15
H 19.615 -5.425 13.591  0.32
H 20.583 -6.847 13.426  0.32
H 17.870 -12.065 16.155  0.29
H 17.746 -6.690 12.818  0.30
O 22.532 -2.455 15.262  -0.38
O 19.886 -10.265 14.556  -0.24
O 21.786 -11.848 14.545  -0.53
O 20.743 -4.186 15.804  -0.46
O 20.396 -5.659 11.725  -0.16
O 21.072 -7.663 10.446  -0.52
O 18.696 -7.144 11.058  -0.03
C 18.357 -1.722 10.958  -0.34
C 21.704 -1.721 14.347  -0.06
H 21.492 -2.429 13.548  0.12
O 19.929 -5.834 9.240  -0.30
Br 17.272 -10.198 10.879  -0.04
O 22.295 -3.336 17.579  -0.54
C 20.229 -4.761 6.311  0.10
H 19.629 -1.774 14.768  0.20
Br 23.397 -6.851 8.135  0.01
H 20.292 -0.191 15.170  0.36
S 20.090 -6.613 10.426  0.74
C 19.850 -6.230 12.896  -0.65
Br 17.125 -1.667 9.479  -0.02
Br 20.155 -1.295 10.421  -0.06

---

(4)
Molecular formula: C24H51O10P
Method: DFT, ωB97M-V/def2-TZVPD

Summary:
Total energy   -55471.702 eV
SMILES string   COCCCCCCC[C@@]1(P(O)O)OC(=O)O[C@H]1CCC(C)C.COCCOC.COCCOC
Frontier orbital gap   8.60 eV
Net charge   0

Last column: Mulliken charge in e.
Geometry (Å):
H 7.570 -0.939 1.705  0.23
H 0.675 3.277 6.045  0.32
H -0.778 -1.078 -0.992  0.20
H -4.869 0.449 -1.689  0.28
C 3.743 -2.824 -1.422  0.03
H -5.307 4.239 -5.087  0.27
C -1.858 -1.241 -0.594  -0.58
O 1.176 -5.672 2.777  -0.46
H 0.674 -2.638 -0.849  -0.09
H 5.875 -2.997 -2.038  0.26
H -2.779 0.580 -3.492  0.24
H -3.046 3.855 -1.872  0.32
C 1.452 -4.724 -0.752  -0.42
H -2.898 3.611 -3.626  0.25
C -2.736 -0.071 -1.251  0.71
H 6.479 -0.437 -1.512  0.39
C 2.393 1.499 4.601  -0.84
H 2.443 -2.544 -3.231  0.32
P -0.234 -5.068 2.022  0.05
H 3.060 -2.039 -0.916  0.04
C 0.884 -1.672 2.463  0.38
H 3.403 3.407 3.493  0.29
H -6.305 2.897 -1.575  0.35
H 1.605 1.889 3.954  0.38
C -1.773 -1.249 0.997  -0.95
O 6.223 -1.602 0.223  -0.32
H -7.644 4.761 -2.434  0.39
O -0.458 -1.978 2.936  -0.41
H -1.728 -0.935 -3.046  0.34
H 3.643 -3.934 -3.416  0.31
H 3.134 0.968 3.995  0.38
O 1.328 -2.818 1.694  -0.29
H -2.868 -1.159 1.379  0.33
H -0.254 4.793 5.877  0.32
C 0.085 -3.360 1.170  1.30
H 4.302 4.050 4.874  0.38
H 1.922 -5.526 -2.835  0.40
C 3.325 3.676 4.552  -0.44
C 2.924 -3.429 -2.657  -0.76
H -1.956 -3.157 2.228  0.54
H -6.696 5.186 -5.688  0.33
C 0.327 -3.643 -0.380  -0.57
C 7.237 -0.619 0.645  -0.66
H 1.958 -5.235 2.363  0.38
H -4.478 0.641 0.097  0.29
H 2.364 -4.739 -0.068  0.25
H -1.240 -0.305 1.362  0.16
H -4.719 -1.098 -0.684  0.25
H -0.367 -6.956 0.790  0.29
H -0.653 -3.990 -0.858  0.38
H 2.583 5.653 4.178  0.36
O -6.237 5.507 -3.702  -0.38
H 4.089 -3.646 -0.699  0.16
H 0.791 -4.083 -2.771  0.20
C -1.135 -2.511 1.722  -0.27
O -0.949 -6.171 0.915  -0.45
C -3.564 3.955 -2.833  -0.93
C -5.824 5.199 -5.027  -0.69
H -2.188 -2.258 -1.008  0.21
H 8.119 -0.611 -0.087  0.27
H 1.005 -5.796 -0.697  0.24
C -4.281 -0.044 -0.817  -1.12
H -3.548 -1.141 -3.100  0.31
C 0.153 3.930 5.342  -0.73
H -2.192 0.935 -1.083  0.25
H -0.672 3.371 4.897  0.25
O 3.036 2.528 5.347  -0.41
C -6.810 4.383 -3.036  -0.64
H 6.744 0.414 0.710  0.29
H 1.947 0.795 5.305  0.29
C -2.728 -0.370 -2.863  -1.19
O 1.001 4.377 4.292  -0.38
C 5.637 -1.028 -1.000  -0.44
H 2.240 5.077 5.816  0.31
O -4.724 3.133 -2.837  -0.22
H -5.141 5.982 -5.361  0.24
C -5.803 3.712 -2.105  -0.45
O 1.524 -0.610 2.697  -0.51
H -3.802 5.006 -3.010  0.46
H 4.793 -0.291 -0.716  0.27
H -5.430 4.418 -1.355  0.37
C 1.780 -4.497 -2.319  -0.74
H -7.218 3.668 -3.758  0.33
C 5.098 -2.137 -2.022  -0.71
C 2.287 4.775 4.764  -0.46
H 4.860 -1.724 -3.059  0.34

---

(5)
Molecular formula: C19H14BrFeN4O3Se
Method: DFT, ωB97M-V/def2-TZVPD

Summary:
Total energy   -201810.811 eV
Frontier orbital gap (spin up / spin down)   7.24 / 7.06 eV
Energy relative to the best compared isomer or geometry (same formula, charge and spin)   0.000 eV
<S²>   8.762
Spin multiplicity   6
Net charge   0

Last column: Mulliken spin population.
Geometry (Å):
H -3.795 1.516 -2.006  0.00
C 0.771 2.702 0.867  -0.01
N 1.558 1.462 0.970  0.08
H 4.164 -3.202 -1.718  0.00
H 3.815 -1.373 -3.480  0.00
H 2.183 1.486 1.771  0.00
Se 1.030 -0.696 3.665  0.19
N 3.180 -2.778 3.512  0.04
C -4.010 0.152 1.610  0.02
H -1.611 0.563 -2.263  0.01
H 1.355 3.604 1.049  0.00
C 2.966 -1.017 -2.910  0.00
C 2.642 -1.657 -1.689  0.00
C 2.887 -3.358 -0.016  0.00
C -2.799 0.004 0.906  0.02
H -4.057 -0.230 2.620  0.00
N -0.390 0.109 -0.669  0.06
C 1.826 -2.753 0.694  0.00
C 2.210 0.027 -3.364  0.00
H 2.121 1.315 0.139  -0.01
N 1.215 -1.670 0.282  0.05
C 2.350 -1.976 3.557  -0.01
Fe -0.003 -0.071 1.485  4.24
Br -6.530 2.090 -1.049  0.00
H -6.004 0.900 1.597  0.00
C -5.087 0.779 1.036  -0.01
C 3.322 -2.791 -1.174  0.00
C -2.728 0.541 -0.406  0.00
H 0.460 1.264 -3.051  0.00
C -1.526 0.422 -1.183  0.00
O -1.064 3.643 2.060  0.02
C 1.069 0.463 -2.654  0.00
O -0.457 1.532 2.541  0.14
H 3.355 -4.237 0.403  0.00
O -1.803 -0.639 1.453  0.17
C -5.014 1.267 -0.274  0.02
C 0.735 -0.144 -1.472  0.02
C -0.377 2.665 1.890  0.01
H 2.470 0.519 -4.291  0.00
H 0.362 2.764 -0.142  0.00
C 1.563 -1.169 -0.940  -0.04
C -3.855 1.143 -0.991  -0.01
H 1.504 -3.171 1.635  0.00

---

(6)
Molecular formula: C22H21N3O4S
Method: DFT, ωB97M-V/def2-TZVPD

Summary:
Total energy   -46648.567 eV
SMILES string   O=C(O)CC/C(=C\c1ccc(N2CCCC2)c([N+](=O)[O-])c1)c1nc2ccccc2s1
Frontier orbital gap   7.58 eV
Energy relative to the best compared isomer or geometry (same formula, charge and spin)   3.201 eV
Net charge   0

Last column: Mulliken charge in e.
Geometry (Å):
C -2.291 -1.947 -0.031  -0.76
H -2.766 -2.875 0.237  0.41
C -5.239 0.350 0.218  -0.52
C -3.092 -0.804 -0.270  1.12
C 6.230 -1.402 -1.578  -0.53
H -0.354 -2.800 0.097  0.50
N -3.058 1.442 -1.344  1.03
C 5.357 -0.723 -0.730  -0.31
S 4.582 0.779 1.216  -0.30
C -5.099 -2.026 0.443  -0.86
H -5.612 0.722 -0.746  0.25
C 7.586 -1.294 -1.361  -0.51
C -0.924 -1.907 -0.111  -1.31
C -6.390 -0.143 1.089  -0.72
H 2.085 0.897 2.232  0.60
H -7.088 -2.209 1.325  0.38
H -7.067 -1.607 -0.341  0.32
C 8.090 -0.523 -0.315  -0.42
C 5.882 0.055 0.328  0.97
N -4.409 -0.819 0.024  0.19
H -7.290 0.452 0.954  0.37
O -2.551 2.555 -1.227  -0.76
H 8.273 -1.815 -2.011  0.37
H 1.628 3.187 1.843  0.41
C 2.013 0.131 0.265  0.67
H -4.693 -2.388 1.396  0.43
O -4.072 1.236 -1.991  -0.64
H 7.633 0.757 1.350  0.39
H 9.158 -0.456 -0.170  0.38
N 4.002 -0.730 -0.808  -0.51
C 3.443 -0.016 0.100  0.56
O -0.463 3.206 0.494  -0.46
C -6.549 -1.583 0.617  -0.76
H 0.472 0.937 1.502  0.50
H 1.699 -1.427 -1.074  0.51
C 1.534 1.100 1.309  -1.70
H 2.752 2.735 0.536  0.45
C -2.401 0.338 -0.750  0.12
H -4.665 1.155 0.690  0.33
C 1.218 -0.689 -0.445  -0.91
C 1.755 2.582 0.946  -0.30
H -6.108 -0.119 2.143  0.32
C -1.005 0.373 -0.779  -0.51
C -0.242 -0.720 -0.421  -0.26
O 0.927 3.112 -1.254  -0.60
H 5.828 -1.994 -2.384  0.46
C 7.246 0.159 0.539  -0.68
H -0.526 1.245 -1.190  1.04
H -4.992 -2.812 -0.309  0.43
C 0.725 3.010 -0.073  0.33
H -1.172 3.314 -0.179  0.49

---

(7)
Molecular formula: C36H82N10O15S
Method: DFT, ωB97M-V/def2-TZVPD

Summary:
Total energy   -95103.778 eV
Frontier orbital gap (spin up / spin down)   7.54 / 2.32 eV
<S²>   0.772
Spin multiplicity   2
Net charge   +1

Last column: Mulliken spin population.
Geometry (Å):
H -7.581 0.434 2.386  0.00
H -2.668 8.121 -0.035  0.00
C -6.205 7.762 3.361  0.02
N -4.721 9.384 4.541  0.36
H -1.593 6.428 0.640  0.00
H -4.932 0.514 0.243  0.00
H -5.156 -1.780 3.880  0.00
H 0.856 3.320 3.430  0.00
H -3.594 3.406 7.916  0.00
C -4.136 -1.861 3.502  0.00
O -10.923 3.653 -4.570  0.00
O -3.082 -0.430 1.851  0.00
H -6.311 10.266 -3.189  0.00
H -8.424 5.250 -1.788  0.00
H -9.759 -0.126 -2.001  0.00
H -0.512 -0.648 0.436  0.00
H -5.313 1.837 2.812  0.00
N -8.003 1.551 4.155  0.00
O -1.504 3.103 4.536  0.00
H -1.941 3.651 0.780  0.00
C 0.637 2.403 2.884  0.00
H -0.586 3.613 -0.329  0.00
H -0.385 -1.117 -1.303  0.00
O -6.139 9.681 -1.327  0.00
C -9.289 0.297 -1.114  0.00
H -9.064 5.846 -5.370  0.00
C -2.138 8.836 8.610  0.00
H -7.125 1.754 4.611  0.00
C -4.635 8.893 -2.919  0.00
H -11.002 4.352 -2.374  0.00
C -2.050 8.633 2.111  0.00
H -3.437 10.680 5.389  0.00
H -0.403 5.843 1.769  0.00
N -2.267 8.205 7.319  0.00
H -3.870 3.101 6.251  0.00
H -6.416 -0.493 -0.130  0.00
H -5.117 11.170 5.411  0.03
O -5.218 2.950 1.141  0.00
N -0.310 1.499 3.543  0.00
O -4.080 5.214 0.516  0.00
C -5.367 -0.482 0.166  0.00
H -2.836 8.386 9.316  0.00
C -1.588 3.221 -0.158  0.00
H -0.356 0.564 3.164  0.00
H -4.412 9.032 -3.977  0.00
O -5.402 1.087 5.387  0.00
H -3.951 9.117 3.945  -0.04
O -0.317 1.233 -1.860  0.00
O -5.328 4.705 2.673  0.00
H -1.960 1.271 6.004  0.00
H 0.068 6.976 0.539  0.00
S -5.303 4.592 1.038  0.00
H -3.641 2.050 2.208  0.00
N -1.645 1.786 -0.106  0.00
C -9.122 2.769 0.571  0.00
H -4.496 9.912 6.538  0.02
H -1.908 6.826 5.074  0.00
C -8.976 2.422 4.405  0.00
H -2.275 5.221 5.681  0.00
C -2.976 8.615 0.886  0.00
C -4.609 2.530 2.351  0.00
H -6.447 7.863 -3.385  0.00
C -4.323 2.970 7.233  0.00
H -0.315 7.970 2.884  0.00
O -6.599 5.067 0.504  0.00
H -9.906 6.011 -1.122  0.00
H -4.662 3.457 4.231  0.00
C -4.454 10.312 5.525  0.01
C -1.288 1.910 4.347  0.00
H -6.694 6.925 3.860  0.00
H -8.954 3.071 -0.463  0.00
C -0.950 -0.558 -0.558  0.00
H -9.162 0.076 3.030  0.00
C -8.880 4.879 -4.900  0.00
C -5.945 8.783 4.430  -0.08
H -7.708 3.791 5.696  0.00
N -10.164 1.767 0.750  0.00
H -4.844 -1.171 6.916  0.00
H -6.825 8.375 2.707  -0.01
H -8.641 4.200 -5.719  0.00
C -4.430 3.735 3.203  0.00
H -1.118 8.721 8.977  0.00
H -8.015 4.978 -4.244  0.00
C -5.280 0.779 6.576  0.00
H -3.915 -2.911 3.309  0.00
H -2.417 9.881 8.471  0.00
H -8.721 1.169 -1.439  0.00
H -10.732 1.756 1.585  0.00
C -6.336 8.266 -1.310  0.00
C -2.558 6.893 7.150  0.00
C -9.373 5.730 -2.030  0.00
H 1.564 1.845 2.746  0.00
H -9.181 6.583 -2.681  0.00
N -0.984 7.807 2.146  0.00
H -3.066 0.910 4.547  0.00
C -5.689 7.771 -2.608  0.00
H -6.049 -0.604 8.035  0.00
C -0.734 6.735 1.237  0.00
O -2.908 6.134 8.105  0.00
O -2.278 9.403 3.029  0.00
O -6.872 9.013 5.252  0.69
H -5.911 -1.766 1.799  0.00
H -8.180 2.522 1.061  0.00
H -7.707 -0.470 3.904  0.00
H 0.235 2.673 1.908  0.00
H -3.585 6.477 5.402  0.00
C -5.733 -0.544 6.993  0.00
C -8.589 3.751 5.055  0.00
C -8.143 0.337 3.315  0.00
C -10.073 4.365 -4.088  0.00
O -11.216 -0.125 0.174  0.00
H -5.292 7.408 2.883  0.00
H -2.332 1.342 0.486  0.00
N -4.753 1.559 7.503  0.00
H -4.720 -0.887 -0.612  0.00
H -3.400 4.086 3.271  0.00
N -5.141 -1.245 1.404  0.00
H -1.944 -0.997 -0.653  0.00
C -4.054 -1.134 2.173  0.00
H -1.749 8.622 6.559  0.00
H -3.405 -1.467 4.208  0.00
H -8.606 -0.490 -0.794  0.00
O -10.122 2.286 4.076  0.00
H -4.488 1.169 8.396  0.00
H -8.425 4.482 4.264  0.00
H -3.076 9.691 0.748  0.00
C -1.001 0.905 -0.920  0.00
H -9.418 3.711 1.034  0.00
H -4.927 11.022 -2.352  0.00
H -7.409 8.200 -1.490  0.00
C -5.487 10.098 -2.496  0.00
H -5.240 6.778 -2.574  0.00
C -2.077 0.858 5.002  0.00
H -5.919 7.720 -0.464  0.00
C -2.569 6.269 5.738  0.00
H -5.191 3.629 7.269  0.00
H -3.984 8.266 1.111  0.00
H -1.591 -0.107 4.854  0.00
N -10.132 4.706 -2.745  0.00
C -10.275 0.687 -0.046  0.00
H -3.735 8.787 -2.314  0.00
H -2.163 3.495 -1.042  0.00
H -6.580 -0.842 6.375  0.00
H -9.365 4.145 5.710  0.00

---

Question: The highest net charge belongs to which entry?
Answer: C36H82N10O15S